Molecular formula: C10H30Mn2O10
Method: DFT, ωB97M-V/def2-TZVPD

Geometry as XYZ:
```
52
Properties=species:S:1:pos:R:3:forces:R:3
Mn 3.086306 1.621355 1.998528 -0.4 -0.3 -0.8
Mn -0.348909 -2.247851 2.318598 -1.6 0.2 0.1
C 0.865128 -0.162249 -1.115560 0.8 0.4 0.1
C 0.914112 -0.041363 0.363690 -0.5 -0.2 -0.6
O 1.681431 0.852113 0.841178 0.3 -0.1 0.9
O 0.117533 -0.737550 1.047286 1.0 -0.5 0.8
H 1.876682 -0.085229 -1.522740 0.0 -0.1 0.0
H 0.382036 0.771394 -1.419380 -0.4 -0.4 -0.4
H 0.399581 -1.082676 -1.440911 -0.4 0.2 -0.2
C -3.750894 -2.047799 4.307814 -0.2 -0.3 0.0
C -2.567804 -2.251765 3.432728 0.3 -0.1 -0.3
O -2.142594 -1.317379 2.654652 0.1 -0.1 0.4
O -1.898188 -3.332476 3.455949 0.9 0.6 -0.3
H -3.464560 -1.375226 5.117744 0.0 0.0 0.0
H -4.065077 -2.997431 4.730294 0.0 0.0 0.0
H -4.577311 -1.593951 3.766186 0.1 0.1 -0.1
C -1.363480 -0.495850 -4.061539 0.3 0.1 -0.5
O -2.410019 -1.359591 -4.453944 0.1 0.1 0.1
H -1.646808 0.185851 -3.251183 -0.1 -0.2 0.2
H -0.456850 -1.056487 -3.808218 -0.1 0.1 0.2
H -1.090666 0.133223 -4.913274 -0.2 0.0 0.0
H -2.279050 -2.209056 -4.024868 -0.1 0.0 0.1
C -2.409835 1.602023 0.131017 -0.5 0.3 -0.1
O -2.532491 1.269614 1.507894 0.5 0.1 -0.2
H -1.901345 0.817009 -0.432856 0.0 0.0 -0.1
H -3.398906 1.762684 -0.312868 0.1 -0.2 0.0
H -1.898915 2.560829 0.000293 0.3 -0.1 0.2
H -2.292295 0.344061 1.618934 -0.3 0.0 0.2
C 2.074280 1.223176 -4.321858 0.9 -0.7 0.4
O 3.206574 0.363587 -4.011147 -0.4 0.4 0.1
H 1.264745 0.955507 -3.643162 -0.2 0.2 -0.2
H 2.417141 2.237086 -4.137530 -0.2 0.1 0.0
H 1.751787 1.123346 -5.354210 0.0 0.0 0.0
H 3.221371 -0.393072 -4.602907 -0.1 0.1 -0.1
C -3.191052 -2.972387 -0.501325 0.1 -0.1 0.4
O -1.926786 -2.836417 -1.152760 0.1 0.2 -0.1
H -3.346514 -2.180910 0.238896 -0.1 0.1 -0.1
H -3.954460 -2.914342 -1.267501 0.0 0.0 0.0
H -3.272291 -3.934777 0.012953 0.0 0.0 -0.1
H -1.225630 -3.013147 -0.521612 -0.1 -0.2 -0.1
C 2.018684 3.855948 4.068827 -0.1 0.3 0.3
O 1.777114 2.939065 2.945575 0.4 -0.3 0.4
H 1.063623 4.243402 4.414329 0.0 -0.1 -0.1
H 2.508175 3.335832 4.888341 0.1 0.0 -0.1
H 2.608594 4.695358 3.716300 0.1 -0.1 -0.1
H 0.891021 2.569401 3.069975 -0.1 0.0 -0.3
C 4.769932 0.623610 -0.428321 0.3 -0.5 -0.3
O 4.658634 0.557992 1.041633 -0.3 0.6 0.0
H 4.516944 -0.348364 -0.846700 -0.2 0.0 0.1
H 4.103265 1.387912 -0.810144 -0.1 0.0 0.1
H 5.795091 0.840578 -0.719826 0.0 0.2 0.2
H 5.442922 0.115390 1.386711 0.0 0.0 0.1
```
Positions in Å, forces in eV/Å.

Output
- Highest occupied orbital energy (alpha / beta): -14.035 / -14.035 eV
- HOMO-LUMO gap (alpha / beta): 6.51 / 5.58 eV
- Total charge: +2
- Expectation value of S²: 30.01
- Multiplicity: 11
- Energy: -3452.827488 Ha

***

Molecular formula: C18H29NO5Sb2Tl
Method: DFT, ωB97M-V/def2-TZVPD

Geometry as XYZ:
```
56
Properties=species:S:1:pos:R:3:forces:R:3
Tl -0.311572 -1.824285 -0.573427 0.0 -0.1 0.0
O 0.232496 0.041377 -2.560522 0.0 0.1 0.0
C 1.625019 0.238740 -2.747486 0.0 0.0 0.0
C 2.446919 -0.890011 -2.160209 0.1 0.0 0.0
N 2.238161 -1.107308 -0.725148 0.1 0.1 0.0
C 2.612634 0.054146 0.091735 -0.1 -0.1 0.1
C 1.487643 1.041155 0.480419 0.0 0.1 0.0
O 1.803079 1.901028 1.310633 0.0 -0.1 -0.1
O 0.345921 0.908458 -0.066468 0.0 0.0 0.1
C 2.976944 -2.312852 -0.330332 -0.1 0.0 0.0
C 2.401718 -3.627581 -0.913671 -0.1 0.0 0.0
O 3.183508 -4.568041 -1.023376 0.0 0.0 0.0
O 1.153744 -3.620666 -1.188141 0.1 0.0 0.0
H 0.051864 0.512219 -1.714465 0.0 0.0 0.0
H 1.824192 0.287611 -3.820665 0.0 0.0 0.0
H 1.925891 1.197633 -2.312711 0.0 0.0 0.0
H 2.187679 -1.818437 -2.672091 0.0 0.0 0.0
H 3.513297 -0.685184 -2.358109 0.0 0.0 0.0
H 3.023817 -0.296417 1.037752 0.0 0.0 0.0
H 3.415020 0.637844 -0.380749 0.0 0.0 0.0
H 4.034871 -2.249385 -0.612190 0.0 0.0 0.0
H 2.931169 -2.406753 0.757119 0.0 0.0 0.0
C -3.434982 2.244658 4.075201 0.0 0.0 0.0
Sb -1.548818 1.875471 3.079655 0.0 0.1 0.0
C -1.982408 -0.222024 2.874271 0.0 0.0 0.0
C -2.355112 2.435790 1.139791 0.0 0.0 0.0
C -2.668604 3.893687 1.094181 0.0 0.0 0.0
C -3.973496 4.334646 1.314569 0.0 0.0 0.0
C -4.298872 5.682279 1.324383 0.0 0.0 0.0
C -3.303372 6.624201 1.112981 0.0 0.0 0.0
C -2.001878 6.201494 0.890200 0.0 0.0 0.0
C -1.659004 4.849149 0.874978 0.0 0.0 0.0
C -0.257752 4.437124 0.571684 0.0 0.0 0.0
Sb -0.075711 3.899470 -1.521052 0.0 0.0 0.0
C 2.076685 3.908208 -1.496553 0.0 0.0 0.0
C -0.219733 5.954947 -2.181751 0.0 0.0 0.0
H -3.382207 1.894352 5.106764 0.0 0.0 0.0
H -4.241164 1.717908 3.561789 0.0 0.0 0.0
H -3.652519 3.312465 4.079591 0.0 0.0 0.0
H -2.886341 -0.353120 2.278785 0.0 0.0 0.0
H -2.148720 -0.637880 3.869103 0.0 0.0 0.0
H -1.162571 -0.760220 2.402337 0.0 0.1 0.0
H -3.257834 1.839026 0.998830 0.0 0.0 0.0
H -1.604462 2.126421 0.413007 0.0 0.0 0.0
H -4.748911 3.594618 1.480232 0.0 0.0 0.0
H -5.322353 5.992624 1.495568 0.0 0.0 0.0
H -3.536788 7.681892 1.119911 0.0 0.0 0.0
H -1.220663 6.934815 0.721780 0.0 0.0 0.0
H 0.091297 3.569055 1.132501 0.0 0.0 0.0
H 0.438439 5.259543 0.743834 0.0 0.0 0.0
H 2.437545 4.906766 -1.246472 0.0 0.0 0.0
H 2.470733 3.617177 -2.470245 0.0 0.0 0.0
H 2.421499 3.214176 -0.730515 0.0 0.0 0.0
H 0.046171 6.022799 -3.237409 0.0 0.0 0.0
H 0.455314 6.586920 -1.602529 0.0 0.0 0.0
H -1.241670 6.313398 -2.057261 0.0 0.0 0.0
```
Positions in Å, forces in eV/Å.

Output
- Highest occupied orbital energy: -5.541 eV
- HOMO-LUMO gap: 8.12 eV
- Total charge: -1
- Energy relative to the best compared isomer or geometry (same formula, charge and spin): 0.00 kcal per mole
- Energy: -1787.320108 Ha

***

Molecular formula: C4H13N2O2
Method: DFT, ωB97M-V/def2-TZVPD

Geometry as XYZ:
```
21
Properties=species:S:1:pos:R:3:forces:R:3
C -0.464639 1.140493 -0.155807 -0.4 -1.0 -1.3
N 0.254419 0.722061 -1.383649 -0.3 0.6 -0.5
C 1.567955 -0.034626 -1.242430 -0.1 0.6 1.1
O 1.752231 -0.308258 0.064575 0.6 -0.5 0.0
C -1.619815 0.137661 0.126225 0.5 -0.8 1.9
C -2.530301 0.712411 1.211266 -0.1 1.2 -2.1
N -1.068811 -1.117115 0.737611 -0.6 0.2 -1.3
H -0.810801 2.188127 -0.239683 -0.1 -0.4 -0.2
H 0.201508 1.078755 0.681752 0.5 0.0 0.6
H 0.318634 1.549773 -1.965641 0.4 -0.3 -0.1
H 2.424932 0.529312 -1.679783 -0.3 0.6 0.0
H 1.568808 -0.936565 -1.871732 -0.6 -0.3 -0.2
H -2.173587 -0.161865 -0.762921 0.1 0.3 -0.2
H -1.898583 0.891340 2.069467 -0.2 0.3 0.5
H -2.857933 1.644510 0.703131 -0.1 0.1 1.0
H -3.425224 0.146917 1.424398 0.0 -0.5 0.2
H -0.428330 -1.488905 0.030862 0.2 0.1 0.6
H -0.500065 -0.803743 1.516085 0.4 -0.2 -0.2
H 3.110524 -2.665774 0.460648 0.7 -0.3 0.0
H 2.875965 -1.270258 0.109490 0.9 0.4 0.0
O 3.703119 -1.954243 0.166139 -1.6 0.0 0.2
```
Positions in Å, forces in eV/Å.

Output
- Highest occupied orbital energy: -3.538 eV
- HOMO-LUMO gap: 7.47 eV
- Total charge: -1
- Energy relative to the best compared isomer or geometry (same formula, charge and spin): 18.75 kcal per mole
- Energy: -420.188960 Ha

***

Molecular formula: C28H57BrN10O10P
Method: DFT, ωB97M-V/def2-TZVPD

Geometry as XYZ:
```
107
Properties=species:S:1:pos:R:3:forces:R:3
C 1.737630 2.676136 2.240724 0.0 0.0 -0.2
C 1.443964 2.394646 0.966793 0.3 -0.2 0.1
C 1.492473 0.985289 0.489753 0.4 0.3 0.3
N 2.504287 0.624608 -0.338268 0.0 -0.1 -0.1
C 2.675182 -0.611707 -0.808712 -0.2 -0.4 -0.1
O 3.766192 -0.819099 -1.570150 -0.3 0.5 0.1
C 1.783565 -1.616153 -0.451634 -0.5 -0.5 0.2
P 2.279555 -3.303426 -1.126041 1.1 -0.2 -0.9
O 2.846671 -4.042143 0.201027 -0.9 0.5 0.2
Br 0.419813 -4.411707 -1.699156 0.3 0.3 0.5
C 0.713581 -1.278681 0.380324 -0.2 0.8 -0.6
C -0.235977 -2.357410 0.850273 -0.1 -0.1 0.2
O 0.050600 -2.872197 1.894392 0.5 -0.3 0.7
O -1.308480 -2.706924 0.193300 0.1 0.2 -0.5
C 0.544647 0.042598 0.877197 0.5 0.1 -0.2
C -0.600094 0.401281 1.785352 0.4 -0.3 -0.3
C -2.000154 0.333573 1.089805 -1.3 0.4 0.2
N -1.874413 -0.017953 -0.318086 0.7 -0.4 0.3
N -2.675254 1.637161 1.161775 0.4 -0.3 0.0
N -2.900034 -0.611521 1.744828 0.3 0.2 -0.4
H 2.526902 2.134836 2.750288 -0.8 -0.8 0.5
H 1.182102 3.416957 2.801718 0.8 1.0 -0.3
H 1.153026 3.165607 0.261478 -1.1 -0.1 0.2
H 3.195959 1.318952 -0.597216 0.0 0.0 0.0
H 3.554252 -0.699035 -2.508482 0.2 -0.3 -0.1
H 2.243815 -3.938778 0.957671 0.2 -0.3 0.2
H -1.382721 -2.279634 -0.688992 -0.3 0.1 0.0
H -0.498107 1.400923 2.175478 0.3 0.1 0.0
H -0.509415 -0.263508 2.644414 -0.4 -0.2 0.0
H -1.680769 0.835563 -0.825822 -0.2 0.0 -0.2
H -2.748755 -0.404490 -0.650306 -0.1 0.2 -0.2
H -1.999353 2.389556 1.067514 -0.2 0.3 0.2
H -3.144209 1.723132 2.054236 0.0 0.2 0.0
H -2.963287 -1.466512 1.211912 0.1 -0.2 0.2
H -2.602606 -0.810466 2.688236 0.0 -0.2 0.0
C -2.864365 -2.071745 -3.445327 0.0 0.1 -0.1
O -2.470756 -2.188063 -2.287042 0.0 0.0 0.0
N -2.814401 -3.038884 -4.358839 0.0 0.0 0.0
C -3.289007 -2.854843 -5.719593 0.1 -0.1 0.1
C -2.261478 -4.322971 -3.959033 0.0 0.0 0.1
H -3.298768 -1.133448 -3.821716 0.0 0.0 0.0
H -4.088727 -3.565108 -5.930974 0.0 0.0 -0.1
H -2.471085 -3.020267 -6.421602 0.0 0.0 -0.1
H -3.669916 -1.844808 -5.851609 0.0 0.0 0.0
H -2.847727 -4.725774 -3.132084 0.1 -0.1 0.0
H -1.238102 -4.180194 -3.613539 -0.1 -0.1 -0.2
H -2.279544 -5.019643 -4.792108 0.0 0.1 -0.1
C -2.575926 4.935537 0.651667 0.0 0.1 0.0
O -1.892451 4.495284 1.570456 0.2 -0.1 -0.1
N -3.701824 5.630328 0.805767 -0.1 0.0 -0.1
C -4.463425 6.119852 -0.326621 0.0 0.0 0.2
C -4.186932 5.909520 2.157429 0.3 -0.5 -0.3
H -2.302017 4.783849 -0.406495 0.0 0.0 0.0
H -4.534219 7.207690 -0.282457 0.0 0.0 -0.1
H -5.469398 5.697653 -0.307252 0.0 0.0 -0.1
H -3.979620 5.835054 -1.258845 0.0 0.0 0.0
H -3.439596 6.467302 2.703271 0.0 0.1 0.1
H -4.365553 4.965573 2.676206 0.0 0.0 0.0
H -5.104652 6.480871 2.110186 0.0 0.1 -0.1
C -5.026566 9.038916 4.293995 0.1 0.0 0.0
O -4.438308 8.055197 3.874876 -0.2 0.3 0.3
N -6.211615 9.009567 4.923261 -0.1 0.1 0.0
C -6.863572 10.215252 5.399964 -0.1 -0.2 0.0
C -6.859507 7.724745 5.132973 0.2 0.0 -0.1
H -4.618145 10.056514 4.185057 0.0 0.0 0.0
H -7.004326 10.160018 6.480625 0.0 0.1 0.0
H -7.837755 10.326442 4.920903 0.0 0.1 0.0
H -6.255693 11.086771 5.168283 0.0 0.0 0.0
H -6.213888 7.075371 5.724754 0.0 0.0 0.0
H -7.043802 7.239721 4.173935 0.0 -0.1 0.0
H -7.802618 7.870465 5.652218 0.0 0.1 0.0
C 6.700426 -3.237788 -4.344588 0.0 0.0 -0.1
O 5.568054 -3.031006 -4.753221 0.0 0.1 0.1
N 7.047775 -3.249355 -3.049426 0.2 -0.1 -0.1
C 8.411125 -3.488476 -2.593077 -0.5 0.1 -0.1
C 6.002208 -3.008940 -2.075945 0.1 -0.2 -0.2
H 7.545963 -3.428399 -5.025256 0.0 0.0 0.0
H 8.438899 -4.365462 -1.954379 0.1 0.0 0.0
H 8.767148 -2.629005 -2.027678 0.1 -0.1 0.1
H 9.067456 -3.649096 -3.445987 0.0 0.0 0.0
H 5.223828 -3.766679 -2.177665 -0.1 0.1 0.1
H 5.557454 -2.037480 -2.263470 0.0 0.0 0.1
H 6.411878 -3.039117 -1.069050 0.1 0.0 0.0
C -7.339820 -0.414384 0.027238 0.0 0.1 0.0
O -8.297064 -0.219419 -0.694886 0.0 -0.1 0.0
N -6.925078 -1.627443 0.442576 0.1 0.0 0.1
C -5.769062 -1.786593 1.302087 -0.4 -0.2 -0.2
C -7.663675 -2.802008 0.009672 -0.1 0.2 0.0
H -6.712360 0.409652 0.410179 0.0 0.0 0.0
H -5.022556 -2.403765 0.794473 0.1 0.0 0.1
H -6.062566 -2.274999 2.234618 0.1 0.0 0.0
H -5.331910 -0.820914 1.531132 0.0 0.0 0.0
H -7.660424 -2.863703 -1.079136 0.0 -0.1 0.0
H -8.699794 -2.733927 0.341799 0.0 -0.1 0.0
H -7.206395 -3.695864 0.426238 0.0 0.0 0.0
C 11.566954 -4.448235 -0.949859 0.0 0.1 0.0
O 10.387505 -4.226701 -0.731636 0.2 -0.1 0.1
N 12.174522 -5.626783 -0.743226 0.1 0.0 0.0
C 13.583806 -5.829495 -1.022912 -0.2 -0.1 0.1
C 11.389667 -6.734265 -0.221178 -0.1 0.2 0.0
H 12.245360 -3.674359 -1.345688 0.0 0.0 0.0
H 13.706376 -6.617595 -1.767735 0.1 0.0 0.0
H 14.106511 -6.120190 -0.110223 0.1 0.0 0.0
H 14.026120 -4.912205 -1.404864 0.0 0.0 0.0
H 10.568121 -6.960704 -0.901143 0.0 -0.1 0.0
H 10.966418 -6.465541 0.746817 0.0 -0.1 0.0
H 12.021822 -7.610975 -0.110912 0.0 0.0 0.0
```
Positions in Å, forces in eV/Å.

Output
- Highest occupied orbital energy: -10.557 eV
- HOMO-LUMO gap: 6.76 eV
- Total charge: +1
- Energy relative to the best compared isomer or geometry (same formula, charge and spin): 0.00 kcal per mole
- Energy: -5316.242599 Ha